Entry 1:
Formula: C6H14N2O2
Source: the Open Molecules 2025 dataset
Level of theory: the ωB97M-V functional and the def2-TZVPD basis

Atoms and positions in Å:
C 0.722 1.507 -1.918
C -0.019 1.219 -0.840
N -1.287 1.770 -0.653
N 0.464 0.492 0.296
C 0.220 1.113 1.590
C 1.830 0.014 0.196
H 1.755 1.244 -2.026
H 0.275 2.029 -2.746
H -1.648 2.179 -1.502
H -1.952 1.141 -0.221
H -0.805 1.466 1.643
H 0.373 0.366 2.371
H 0.898 1.957 1.766
H 1.952 -0.569 -0.715
H 2.563 0.831 0.186
H 2.040 -0.618 1.060
C -0.599 -2.522 0.749
C -1.395 -1.380 0.173
O -2.254 -0.780 0.754
O -1.309 -1.260 -1.225
H -0.702 -2.528 1.831
H 0.450 -2.421 0.481
H -0.976 -3.464 0.355
H -0.596 -1.786 -1.606

Results
Orbital gap, eV: 8.5
Electronic energy, eV: -13523.9308
Spin multiplicity: 1
HOMO level, Ha: -0.28759
Lowest unoccupied orbital energy, eV: 0.652
SMILES string: C=C(N)N(C)C.CC(=O)O
Net charge: 0
M, g/mol: 146.190



Entry 2:
Formula: C6H14N2O2
Source: the Open Molecules 2025 dataset
Level of theory: the ωB97M-V functional and the def2-TZVPD basis

Atoms and positions in Å:
C -1.179 -1.843 0.980
N -1.409 -0.563 0.371
C -2.571 0.111 0.711
C -2.754 1.436 0.025
O -3.273 -0.259 1.634
H -0.772 -1.728 1.974
H -2.058 -2.482 1.064
H -0.506 -2.447 0.315
H -0.953 -0.236 -0.484
H -3.012 2.231 0.758
H -1.763 1.782 -0.312
H -3.537 1.537 -0.691
C 1.158 1.609 0.465
N 1.961 0.562 -0.132
C 1.646 -0.301 -1.163
C 2.901 -1.141 -1.403
O 0.618 -0.385 -1.811
H 0.182 1.292 0.775
H 1.693 2.073 1.270
H 1.107 2.473 -0.263
H 2.791 0.423 0.406
H 3.796 -0.625 -1.087
H 2.884 -2.125 -0.950
H 3.050 -1.392 -2.455

Results
Orbital gap, eV: 9.9
Electronic energy, eV: -13524.6000
Spin multiplicity: 1
HOMO level, Ha: -0.34306
Lowest unoccupied orbital energy, eV: 0.585
SMILES string: CNC(C)=O.CNC(C)=O
Net charge: 0
M, g/mol: 146.190



Entry 3:
Formula: C6H14N2O2
Source: the Open Molecules 2025 dataset
Level of theory: the ωB97M-V functional and the def2-TZVPD basis

Atoms and positions in Å:
C 1.259 -0.395 1.113
C 1.001 0.287 -0.066
C 1.773 -0.079 -1.308
O 0.738 1.668 0.052
N 1.952 2.448 0.091
H 1.798 -1.327 1.118
H 0.971 0.030 2.059
H 1.188 0.191 -2.185
H 2.719 0.459 -1.337
H 1.975 -1.147 -1.337
H 1.826 3.150 -0.637
H 1.911 2.939 0.981
C -1.293 -0.714 -1.604
C -1.061 -0.380 -0.316
C -1.956 0.602 0.394
O -0.694 -1.544 0.584
N -1.731 -2.113 1.385
H -1.924 -0.094 -2.222
H -0.739 -1.500 -2.091
H -1.385 1.178 1.122
H -2.399 1.322 -0.290
H -2.747 0.084 0.935
H -1.465 -1.950 2.353
H -1.715 -3.113 1.204

Results
Orbital gap, eV: 8.5
Electronic energy, eV: -13517.2670
Spin multiplicity: 1
HOMO level, Ha: -0.29038
Lowest unoccupied orbital energy, eV: 0.552
SMILES string: C=C(C)ON.C=C(C)ON
Net charge: 0
M, g/mol: 146.190



Entry 4:
Formula: C6H14N2O2
Source: the Open Molecules 2025 dataset
Level of theory: the ωB97M-V functional and the def2-TZVPD basis

Atoms and positions in Å:
C 0.161 0.477 2.159
N 1.505 0.098 1.737
C 1.788 -0.522 0.540
C 3.236 -0.984 0.550
O 1.031 -0.688 -0.404
H -0.534 -0.361 1.900
H 0.095 0.848 3.181
H -0.201 1.362 1.619
H 2.206 0.632 2.213
H 3.798 -0.172 0.082
H 3.523 -1.250 1.537
H 3.218 -1.824 -0.155
C -2.125 -1.623 -0.932
N -1.606 -0.263 -0.767
C -1.934 0.692 -1.695
C -1.123 1.988 -1.527
O -2.803 0.590 -2.536
H -1.281 -2.268 -0.667
H -2.976 -1.714 -0.245
H -2.617 -1.688 -1.942
H -0.651 -0.144 -0.387
H -0.227 1.990 -2.160
H -0.656 2.015 -0.496
H -1.827 2.811 -1.607

Results
Orbital gap, eV: 9.4
Electronic energy, eV: -13524.4414
Spin multiplicity: 1
HOMO level, Ha: -0.32932
Lowest unoccupied orbital energy, eV: 0.459
SMILES string: CNC(C)=O.CNC(C)=O
Net charge: 0
M, g/mol: 146.190